P:
Formula: C4H7NO3
Source: the OMol25 dataset
Level of theory: ωB97M-V/def2-TZVPD

Last column: Mulliken charge in e.
Cartesian coordinates (Å):
C1 -1.55 -0.69 -1.75  -0.964
C2 -0.95 -0.48 -0.40  0.422
N1 -1.56 1.25 1.05  -0.339
O1 -2.36 1.06 0.03  -0.305
O2 0.02 -1.06 0.00  -0.441
H1 -0.74 1.82 0.78  0.317
H2 -1.15 0.29 1.32  0.422
H3 -0.77 -0.57 -2.50  0.282
H4 -1.98 -1.69 -1.80  0.276
H5 -2.33 0.06 -1.94  0.312
C3 2.95 -0.39 1.29  -0.992
C4 2.34 0.57 0.66  0.821
O3 1.74 1.40 0.11  -0.386
H6 2.52 -1.37 1.27  0.295
H7 3.83 -0.19 1.88  0.280

Output
LUMO level (alpha / beta) ... -0.0121 / 0.0074 Eh
Gap between HOMO and LUMO (alpha / beta) ... 7.3 / 9.6 eV


Q:
Formula: C4H7NO3
Source: the OMol25 dataset
Level of theory: ωB97M-V/def2-TZVPD

Last column: Mulliken charge in e.
Cartesian coordinates (Å):
C1 2.36 -0.14 -0.18  -0.654
C2 0.10 -0.25 0.37  0.353
C3 -2.12 -0.57 -0.42  -0.044
C4 -1.21 0.49 0.54  -0.067
H1 2.76 0.45 -0.90  0.330
H2 2.63 0.53 0.86  0.314
H3 2.80 -1.24 -0.12  0.251
H4 0.72 -0.06 1.44  0.191
H5 -2.97 -0.13 -1.26  0.268
H6 -1.68 0.42 1.67  0.317
H7 -0.93 1.92 -1.17  0.404
N1 -1.52 -1.73 -0.54  -0.336
O1 0.82 0.17 -0.74  -0.431
O2 -0.38 -1.68 0.46  -0.291
O3 -1.36 1.81 -0.01  -0.606

Output
LUMO level ... 0.0139 Eh
Gap between HOMO and LUMO ... 10.1 eV


In terms of stability, P leads; the second structure lies 0.0320 hartree higher.


P:
Formula: C4H7NO3
Source: the OMol25 dataset
Level of theory: ωB97M-V/def2-TZVPD

Last column: Mulliken charge in e.
Cartesian coordinates (Å):
C1 0.85 2.67 0.20  -0.071
C2 0.57 1.68 -0.41  -0.144
C3 -1.00 -0.88 0.96  -0.965
C4 -0.95 -0.09 -0.44  -0.311
N1 2.49 -0.57 0.04  0.409
O1 3.31 0.61 -0.15  -0.409
O2 3.08 -1.58 -0.18  -0.399
O3 0.21 0.51 -0.77  -0.328
H1 1.23 3.56 0.80  0.357
H2 2.76 1.33 0.13  0.356
H3 -1.50 -0.35 1.77  0.305
H4 -1.62 -1.77 0.78  0.331
H5 -0.07 -1.31 1.37  0.287
H6 -1.78 0.64 -0.40  0.340
H7 -1.12 -0.81 -1.36  0.241

Output
SMILES string ... C#COCC.O=NO
LUMO level ... 0.0111 Eh
Gap between HOMO and LUMO ... 10.0 eV


Q:
Formula: C4H7NO3
Source: the OMol25 dataset
Level of theory: ωB97M-V/def2-TZVPD

Last column: Mulliken charge in e.
Cartesian coordinates (Å):
C1 -0.97 0.09 0.99  -1.023
C2 -0.22 -1.23 0.90  -0.624
C3 1.26 1.27 0.14  0.677
C4 -0.20 -0.52 -0.37  0.715
N1 -0.95 -1.00 -1.46  -0.542
O1 1.71 2.26 -0.67  -0.460
O2 1.70 1.13 1.26  -0.455
O3 0.89 0.27 -0.75  -0.378
H1 0.96 2.63 -1.17  0.342
H2 -1.32 -1.94 -1.33  0.235
H3 -0.48 -0.88 -2.36  0.248
H4 -0.68 0.61 1.91  0.334
H5 -1.66 0.76 0.49  0.416
H6 -0.77 -2.16 0.97  0.304
H7 0.72 -1.28 1.45  0.211

Output
SMILES string ... NC1(OC(=O)O)CC1
LUMO level ... 0.0181 Eh
Gap between HOMO and LUMO ... 8.5 eV


R:
Formula: C4H7NO3
Source: the OMol25 dataset
Level of theory: ωB97M-V/def2-TZVPD

Last column: Mulliken charge in e.
Cartesian coordinates (Å):
C1 -0.76 -0.63 -0.74  -0.080
C2 1.61 0.51 -0.62  -0.839
N1 0.18 0.62 -0.33  -0.220
C3 -0.42 -1.23 0.64  0.358
C4 -0.39 0.15 1.34  0.136
O1 -2.03 -0.20 -0.77  -0.634
O2 -0.16 -2.34 1.01  -0.519
O3 -1.57 0.67 1.48  -0.651
H1 -2.11 0.32 0.28  0.487
H2 -0.24 1.49 -0.65  0.231
H3 -0.40 -1.14 -1.64  0.397
H4 0.38 0.36 2.09  0.385
H5 1.79 0.47 -1.70  0.315
H6 1.99 -0.41 -0.18  0.321
H7 2.14 1.35 -0.19  0.313

Output
SMILES string ... C[N@H+]1[C@H](O)C(=O)[C@@H]1[O-]
LUMO level ... 0.0211 Eh
Gap between HOMO and LUMO ... 9.5 eV


S:
Formula: C4H7NO3
Source: the OMol25 dataset
Level of theory: ωB97M-V/def2-TZVPD

Last column: Mulliken charge in e.
Cartesian coordinates (Å):
C1 -3.12 0.02 0.18  -0.682
C2 -0.70 0.12 -0.15  0.485
C3 1.39 -0.02 -0.44  0.599
C4 2.69 -0.43 0.19  -1.235
H1 -3.94 -0.62 0.37  0.303
H2 -3.46 0.85 -0.52  0.289
H3 -3.04 0.63 1.11  0.298
H4 1.53 -0.38 -1.49  0.269
H5 3.55 0.12 -0.52  0.295
H6 2.83 -1.47 -0.04  0.377
H7 2.95 0.10 1.45  0.268
N1 -0.27 1.28 -0.19  -0.417
O1 -1.89 -0.52 -0.28  -0.294
O2 1.18 1.13 0.15  -0.219
O3 0.31 -0.82 0.18  -0.339

Output
LUMO level ... 0.0338 Eh
Gap between HOMO and LUMO ... 11.1 eV


In terms of stability, R leads; the second structure lies 0.0377 hartree higher.


P:
Formula: C4H7NO3
Source: the OMol25 dataset
Level of theory: ωB97M-V/def2-TZVPD

Last column: Mulliken charge in e.
Cartesian coordinates (Å):
C1 3.47 0.22 0.08  -0.506
C2 0.30 -0.69 0.00  0.118
C3 -2.11 -0.35 -0.09  0.686
C4 -3.23 0.63 -0.10  -0.827
H1 4.69 0.00 -0.68  0.244
H2 3.61 0.52 1.23  0.236
H3 3.05 1.27 -0.65  0.269
H4 0.10 -1.66 0.80  0.212
H5 -2.92 1.84 -0.63  0.268
H6 -3.98 -0.04 -0.71  0.300
H7 -3.82 0.89 1.14  0.256
N1 1.46 -0.09 -0.36  -0.270
O1 2.54 -0.99 -0.08  -0.182
O2 -0.81 0.04 0.19  -0.267
O3 -2.36 -1.58 -0.13  -0.535

Output
LUMO level ... 0.0034 Eh
Gap between HOMO and LUMO ... 9.7 eV


Q:
Formula: C4H7NO3
Source: the OMol25 dataset
Level of theory: ωB97M-V/def2-TZVPD

Last column: Mulliken charge in e.
Cartesian coordinates (Å):
O1 1.56 2.05 0.99  -0.451
C1 0.62 1.35 0.76  -0.079
C2 0.88 0.03 -0.08  0.159
C3 0.83 0.32 -1.58  -1.280
N1 -0.07 -1.03 0.37  -0.204
C4 -1.37 -0.70 0.55  0.515
O2 -1.97 -1.50 1.45  -0.501
O3 -1.98 0.12 -0.10  -0.564
H1 -0.41 1.46 1.12  0.391
H2 1.91 -0.23 0.15  0.400
H3 1.28 -0.52 -2.11  0.313
H4 1.46 1.19 -1.80  0.352
H5 -0.19 0.60 -1.85  0.319
H6 0.40 -1.84 0.73  0.268
H7 -2.93 -1.30 1.40  0.360

Output
SMILES string ... C[C@@H](C=O)NC(=O)O
LUMO level ... 0.0234 Eh
Gap between HOMO and LUMO ... 10.2 eV


In terms of stability, Q leads; the second structure lies 0.3227 hartree higher.


P:
Formula: C4H7NO3
Source: the OMol25 dataset
Level of theory: ωB97M-V/def2-TZVPD

Last column: Mulliken charge in e.
Cartesian coordinates (Å):
C1 1.59 2.18 -0.68  -0.350
N1 -0.11 -1.25 -0.53  -0.156
C2 -0.36 -2.58 -0.31  0.570
C3 -0.71 -0.25 0.13  0.221
C4 -1.34 0.51 0.82  -0.590
O1 1.39 1.02 -0.99  -0.440
O2 -1.34 -2.77 0.60  -0.448
O3 0.27 -3.47 -0.81  -0.581
H1 -1.52 -3.72 0.66  0.340
H2 0.64 -1.00 -1.16  0.251
H3 0.36 2.71 1.06  0.290
H4 1.03 3.01 -1.14  0.364
H5 2.39 2.47 0.02  0.330
H6 -0.19 2.11 0.99  -0.280
H7 -2.10 1.03 1.35  0.478

Output
LUMO level ... 0.0240 Eh
Gap between HOMO and LUMO ... 9.9 eV


Q:
Formula: C4H7NO3
Source: the OMol25 dataset
Level of theory: ωB97M-V/def2-TZVPD

Last column: Mulliken charge in e.
Cartesian coordinates (Å):
C1 -0.05 -1.18 -0.57  0.855
C2 -0.86 -0.36 -1.54  -1.104
C3 0.94 -0.43 0.28  -0.854
C4 -0.08 0.75 1.51  -0.647
N1 -0.98 1.55 0.76  0.934
O1 -0.16 -2.37 -0.47  -0.542
O2 -0.54 2.51 0.17  -0.543
O3 -2.15 1.21 0.77  -0.531
H1 -1.01 -0.91 -2.46  0.370
H2 -1.85 -0.20 -1.10  0.255
H3 -0.41 0.61 -1.75  0.345
H4 1.52 0.30 -0.27  0.383
H5 1.51 -1.05 0.95  0.374
H6 -0.57 0.05 2.17  0.373
H7 0.74 1.31 1.95  0.330

Output
LUMO level ... -0.0215 Eh
Gap between HOMO and LUMO ... 9.5 eV


In terms of stability, P leads; the second structure lies 0.0227 hartree higher.


P:
Formula: C3H9O2P
Source: the OMol25 dataset
Level of theory: ωB97M-V/def2-TZVPD

Last column: Mulliken charge in e.
Cartesian coordinates (Å):
C1 -0.64 0.57 -2.08  -1.215
C2 1.16 -0.98 1.89  -0.783
C3 -0.56 -0.31 -0.80  -0.242
O1 -1.49 1.64 0.94  -0.655
O2 0.24 0.05 1.95  -0.292
P1 -0.36 0.79 0.58  0.574
H1 -1.24 1.47 -1.73  0.305
H2 0.37 0.93 -2.24  0.344
H3 -1.12 0.13 -2.88  0.374
H4 0.71 -1.94 1.61  0.303
H5 1.69 -1.20 2.92  0.217
H6 1.93 -0.83 1.27  0.420
H7 0.24 -1.10 -0.91  0.338
H8 -1.61 -0.86 -0.61  0.288
H9 0.68 1.63 0.09  0.024

Output
SMILES string ... CC[P@@H](=O)OC
LUMO level ... 0.0300 Eh
Gap between HOMO and LUMO ... 11.2 eV


Q:
Formula: C3H9O2P
Source: the OMol25 dataset
Level of theory: ωB97M-V/def2-TZVPD

Last column: Mulliken charge in e.
Cartesian coordinates (Å):
C1 -0.28 0.27 -1.60  -0.867
C2 1.64 -1.20 -0.47  -0.990
C3 0.94 0.08 -0.86  -0.207
O1 -2.68 0.12 1.51  -0.315
O2 -1.30 0.20 2.07  -0.202
P1 -0.34 1.42 1.51  0.140
H1 -0.35 -0.50 -2.31  0.368
H2 -1.23 0.07 -0.89  0.137
H3 -0.44 1.20 -2.15  0.262
H4 1.73 -1.80 -1.35  0.312
H5 1.18 -1.70 0.40  0.236
H6 2.63 -1.11 -0.05  0.321
H7 1.63 0.94 -0.65  0.480
H8 -3.30 0.50 2.05  0.300
H9 0.15 1.49 2.79  0.024

Output
LUMO level (alpha / beta) ... 0.0263 / -0.0225 Eh
Gap between HOMO and LUMO (alpha / beta) ... 8.6 / 6.8 eV


In terms of stability, P leads; the second structure lies 0.2453 hartree higher.


P:
Formula: C4H17NO4
Source: the OMol25 dataset
Level of theory: ωB97M-V/def2-TZVPD

Last column: Mulliken charge in e.
Cartesian coordinates (Å):
C1 11.17 -10.89 27.65  -1.516
C2 11.23 -11.20 26.17  0.724
C3 12.33 -10.37 25.53  -0.798
O1 12.42 -10.61 24.12  -0.352
C4 12.34 -9.40 23.36  -0.879
N1 11.56 -12.62 26.03  -0.663
H1 10.35 -11.46 28.10  0.393
H2 10.93 -9.84 27.84  0.384
H3 12.11 -11.18 28.12  0.367
H4 10.27 -11.00 25.68  0.101
H5 13.27 -10.66 25.99  0.272
H6 12.10 -9.32 25.74  0.505
H7 13.11 -8.71 23.71  0.339
H8 11.36 -8.92 23.53  0.392
H9 12.44 -9.64 22.31  0.262
H10 11.51 -12.92 25.06  0.212
H11 10.87 -13.20 26.50  0.252
O2 13.79 -13.19 23.68  -0.698
H12 14.08 -12.97 22.79  0.293
H13 13.20 -12.47 23.92  0.403
O3 10.04 -11.35 22.82  -0.650
H14 10.79 -11.06 23.37  0.326
H15 9.29 -10.82 23.12  0.320
O4 7.85 -8.67 22.14  -0.622
H16 7.60 -9.46 21.66  0.324
H17 7.85 -7.97 21.47  0.308

Output
SMILES string ... COC[C@H](C)N.O.O.O
LUMO level ... 0.0209 Eh
Gap between HOMO and LUMO ... 10.0 eV


Q:
Formula: C4H17NO4
Source: the OMol25 dataset
Level of theory: ωB97M-V/def2-TZVPD

Last column: Mulliken charge in e.
Cartesian coordinates (Å):
C1 6.98 4.45 11.97  -1.578
C2 6.35 4.46 10.58  0.600
C3 6.44 3.25 9.76  -0.861
O1 7.86 3.03 9.60  -0.335
C4 8.24 1.99 8.76  -0.731
N1 4.88 4.74 10.85  -0.713
H1 8.06 4.43 11.93  0.359
H2 6.71 3.60 12.64  0.387
H3 6.81 5.40 12.47  0.469
H4 6.68 5.25 9.94  0.203
H5 5.94 3.36 8.77  0.387
H6 5.93 2.43 10.23  0.349
H7 7.70 2.14 7.79  0.292
H8 7.96 1.04 9.19  0.300
H9 9.30 2.04 8.47  0.248
H10 4.78 4.56 11.82  0.244
H11 4.61 5.72 10.80  0.256
O2 1.65 6.33 8.87  -0.646
H12 2.30 5.68 8.51  0.355
H13 0.90 5.83 9.26  0.303
O3 3.27 3.58 8.90  -0.746
H14 2.42 3.38 9.35  0.320
H15 3.78 3.93 9.71  0.514
O4 3.51 1.07 7.06  -0.646
H16 3.48 1.71 7.80  0.370
H17 2.88 1.39 6.44  0.299

Output
SMILES string ... COC[C@H](C)N.O.O.O
LUMO level ... 0.0213 Eh
Gap between HOMO and LUMO ... 10.5 eV


In terms of stability, P leads; the second structure lies 0.0083 hartree higher.


P:
Formula: C20H30N4O4
Source: the OMol25 dataset
Level of theory: ωB97M-V/def2-TZVPD

Last column: Mulliken charge in e.
Cartesian coordinates (Å):
C1 -2.16 7.22 0.70  -0.888
O1 -2.10 5.83 0.98  -0.426
C2 -2.05 4.99 -0.09  0.356
C3 -2.08 5.39 -1.42  -0.679
C4 -2.00 4.44 -2.43  -0.948
C5 -1.90 3.07 -2.16  0.254
N1 -1.87 2.15 -3.20  -0.555
C6 -1.90 2.68 -0.81  0.803
C7 -1.80 1.23 -0.46  0.712
O2 -1.20 0.42 -1.16  -0.736
N2 -2.39 0.85 0.70  -0.093
C8 -2.44 -0.55 1.09  -1.043
C9 -1.37 -0.89 2.12  -1.072
C10 -1.05 -2.37 2.14  1.250
O3 -2.22 -3.06 2.49  -0.613
C11 -0.30 -2.82 0.85  -0.362
N3 0.93 -2.87 1.64  0.348
C12 2.19 -2.47 1.37  -0.113
O4 2.98 -2.23 2.27  -0.705
C13 2.53 -2.29 -0.11  1.068
N4 1.98 -3.41 -0.86  0.317
C14 2.71 -4.63 -0.54  -1.063
C15 1.90 -3.22 -2.30  -0.990
C16 2.12 -0.83 -0.50  -0.567
C17 3.56 -0.39 -0.18  -0.710
C18 4.01 -1.87 -0.28  -1.063
C19 0.25 -2.70 2.92  -1.260
C20 -1.96 3.63 0.20  -0.578
H1 -2.18 7.72 1.67  0.247
H2 -1.28 7.55 0.14  0.356
H3 -3.07 7.47 0.15  0.347
H4 -2.14 6.43 -1.69  0.389
H5 -2.02 4.76 -3.46  0.288
H6 -1.44 1.27 -2.95  0.251
H7 -1.59 2.53 -4.09  0.240
H8 -3.02 1.50 1.15  0.299
H9 -3.43 -0.77 1.48  0.362
H10 -2.30 -1.14 0.19  0.477
H11 -0.45 -0.35 1.87  0.259
H12 -1.66 -0.57 3.12  0.466
H13 -2.05 -4.01 2.46  0.471
H14 -0.61 -3.80 0.48  0.094
H15 -0.30 -2.11 0.02  0.110
H16 2.22 -5.48 -1.00  0.408
H17 3.76 -4.60 -0.89  0.335
H18 2.73 -4.78 0.54  0.297
H19 1.51 -4.14 -2.74  0.386
H20 1.19 -2.43 -2.54  0.259
H21 2.86 -3.00 -2.77  0.331
H22 1.90 -0.74 -1.56  0.455
H23 1.30 -0.37 0.05  -0.139
H24 4.02 0.32 -0.87  0.392
H25 3.66 -0.02 0.84  0.291
H26 4.71 -2.23 0.46  0.272
H27 4.36 -2.11 -1.29  0.343
H28 0.67 -1.91 3.55  0.290
H29 0.18 -3.63 3.50  0.310
H30 -1.91 3.34 1.24  0.472

Output
SMILES string ... COc1ccc(N)c(C(=O)NCCC2(O)CN(C(=O)C3(N(C)C)CCC3)C2)c1
LUMO level ... 0.0248 Eh
Gap between HOMO and LUMO ... 8.4 eV


Q:
Formula: C20H30N4O4
Source: the OMol25 dataset
Level of theory: ωB97M-V/def2-TZVPD

Last column: Mulliken charge in e.
Cartesian coordinates (Å):
C1 -3.95 -5.57 -3.90  -0.882
O1 -3.10 -4.70 -3.19  -0.421
C2 -2.30 -3.87 -3.92  0.507
C3 -2.26 -3.82 -5.31  -0.666
C4 -1.43 -2.92 -5.95  -0.924
C5 -0.61 -2.04 -5.25  0.314
N1 0.25 -1.19 -5.92  -0.565
C6 -0.63 -2.11 -3.84  0.792
C7 0.23 -1.20 -3.03  0.455
O2 0.52 -0.07 -3.41  -0.742
N2 0.65 -1.69 -1.84  -0.161
C8 1.54 -0.94 -0.98  -0.886
C9 1.29 -1.28 0.48  -0.949
C10 2.18 -0.51 1.43  1.545
O3 3.51 -0.84 1.13  -0.624
C11 1.83 1.00 1.53  -0.880
N3 1.27 0.73 2.85  0.541
C12 0.50 1.38 3.74  -0.222
O4 0.16 0.85 4.79  -0.708
C13 0.05 2.79 3.32  0.966
N4 1.21 3.54 2.89  0.305
C14 2.12 3.77 4.00  -1.079
C15 0.93 4.79 2.20  -1.019
C16 -1.16 2.62 2.36  -0.735
C17 -2.09 2.72 3.59  -0.665
C18 -0.93 3.37 4.38  -0.994
C19 1.75 -0.64 2.92  -1.269
C20 -1.48 -3.01 -3.21  -0.590
H1 -4.50 -6.14 -3.16  0.240
H2 -4.66 -5.01 -4.52  0.357
H3 -3.38 -6.26 -4.53  0.346
H4 -2.89 -4.48 -5.91  0.381
H5 -1.41 -2.90 -7.04  0.271
H6 0.50 -0.36 -5.40  0.239
H7 -0.02 -1.00 -6.88  0.239
H8 0.56 -2.68 -1.69  0.352
H9 2.59 -1.13 -1.23  0.248
H10 1.35 0.12 -1.17  0.344
H11 0.24 -1.07 0.73  0.313
H12 1.46 -2.35 0.65  0.456
H13 4.10 -0.35 1.71  0.478
H14 2.71 1.66 1.55  0.056
H15 1.12 1.39 0.79  0.271
H16 3.05 4.21 3.64  0.395
H17 1.70 4.45 4.76  0.347
H18 2.36 2.83 4.50  0.305
H19 1.88 5.26 1.94  0.380
H20 0.38 4.61 1.28  0.288
H21 0.37 5.51 2.82  0.337
H22 -1.28 3.48 1.71  0.395
H23 -1.19 1.71 1.75  0.198
H24 -3.00 3.30 3.46  0.400
H25 -2.34 1.74 3.99  0.259
H26 -0.79 3.05 5.40  0.258
H27 -0.96 4.46 4.31  0.325
H28 0.97 -1.38 3.15  0.268
H29 2.58 -0.78 3.61  0.304
H30 -1.55 -3.04 -2.13  0.507

Output
SMILES string ... COc1ccc(N)c(C(=O)NCCC2(O)CN(C(=O)C3(N(C)C)CCC3)C2)c1
LUMO level ... 0.0209 Eh
Gap between HOMO and LUMO ... 8.2 eV


In terms of stability, P leads; the second structure lies 0.0033 hartree higher.


P:
Formula: C5H8OS
Source: the OMol25 dataset
Level of theory: ωB97M-V/def2-TZVPD

Last column: Mulliken charge in e.
Cartesian coordinates (Å):
C1 -0.89 -0.48 0.09  0.267
C2 0.43 -1.34 -0.34  -0.570
C3 0.42 1.43 0.02  -0.665
C4 -0.71 0.76 -0.73  -0.719
C5 -2.01 -0.06 -0.54  -0.122
H1 -1.37 -0.84 1.83  0.342
H2 0.84 -2.21 0.17  0.435
H3 0.24 -1.36 -1.50  0.175
H4 0.12 1.79 1.00  0.344
H5 0.94 2.24 -0.56  0.381
H6 -0.31 0.45 -1.59  0.310
H7 -2.31 -0.54 -1.52  0.206
H8 -2.84 0.17 0.22  0.256
O1 -0.87 -0.03 1.32  -0.482
S1 1.76 -0.08 0.02  -0.160

Output
SMILES string ... O[C@]12CSC[C@@H]1C2
LUMO level ... 0.0206 Eh
Gap between HOMO and LUMO ... 9.0 eV


Q:
Formula: C5H8OS
Source: the OMol25 dataset
Level of theory: ωB97M-V/def2-TZVPD

Last column: Mulliken charge in e.
Cartesian coordinates (Å):
C1 -2.84 0.03 0.25  -0.775
C2 -1.54 0.38 0.46  0.255
C3 1.49 -1.68 0.32  -0.508
C4 2.26 0.33 -0.47  -0.436
C5 -0.69 1.21 -0.35  -0.426
O1 2.30 -0.62 0.41  -0.283
S1 0.79 1.86 0.10  -0.170
H1 -3.43 -0.55 1.09  0.212
H2 -3.30 0.34 -0.71  0.244
H3 -1.25 0.11 1.48  0.262
H4 1.69 -2.25 1.18  0.319
H5 0.85 -1.58 -0.51  0.387
H6 3.18 0.90 -0.57  0.345
H7 1.81 0.00 -1.45  0.303
H8 -1.32 1.54 -1.24  0.272

Output
LUMO level (alpha / beta) ... -0.0299 / 0.0062 Eh
Gap between HOMO and LUMO (alpha / beta) ... 6.9 / 7.7 eV


In terms of stability, P leads; the second structure lies 0.0228 hartree higher.